(1)
Entry from OMol25: a molecular structure, C45H50BHfN8OP3 (wB97M-V/def2-TZVPD).

Computed properties:
HOMO-LUMO gap (alpha / beta)	6.3971 / 6.7046	eV
net charge	+3
LUMO (alpha / beta)	-9.114 / -8.917	eV
F_max	0.48	eV/Å
DFT total energy	-3354.324187	a.u.
multiplicity	2
expectation value of S²	0.7549
HOMO energy (alpha / beta)	-0.570 / -0.574	Eh

Geometry as XYZ:
```
109
Properties=species:S:1:pos:R:3:forces:R:3:mulliken_charge:R:1
Hf -0.368996 0.975621 -0.252394 0.0 -0.2 -0.1 1.78
C -2.030779 -0.964643 2.866148 0.0 0.0 0.0 -1.41
C -0.800125 -0.123056 2.916527 0.0 -0.1 0.1 1.00
C -0.157469 0.138211 4.106424 0.0 0.0 0.0 -1.74
C 0.888892 0.985168 3.797788 0.0 0.0 -0.1 0.02
N 0.880440 1.231237 2.491125 0.1 -0.2 0.1 1.07
N -0.170789 0.537206 1.892139 0.0 0.2 0.0 -0.85
B 1.980213 1.972581 1.676483 0.0 0.0 0.0 0.17
N 1.295336 3.159172 0.931353 0.1 0.2 0.1 1.06
C 1.737833 4.414233 0.966298 -0.1 -0.1 0.0 0.12
C 0.873593 5.212301 0.240901 0.0 0.0 0.0 -1.83
C -0.120955 4.369132 -0.210166 -0.1 0.1 0.0 0.61
C -1.329428 4.834150 -0.936895 0.0 0.1 0.0 -0.97
N 0.125661 3.092721 0.203425 0.1 -0.3 -0.1 -0.65
N 2.514481 1.013648 0.577165 -0.1 0.2 -0.1 1.21
C 3.720892 0.458837 0.451132 0.0 -0.1 0.0 -0.19
C 3.868505 -0.018541 -0.836543 -0.1 0.0 0.0 -1.49
C 2.672879 0.281304 -1.476609 0.1 0.0 0.0 -0.08
C 2.324018 0.032008 -2.895717 0.0 0.1 0.0 -0.42
N 1.836088 0.895549 -0.612799 -0.1 0.0 -0.1 -0.59
N 3.108753 2.502149 2.502484 -0.1 0.0 -0.1 0.44
C 4.325012 2.965524 2.066264 0.1 0.0 0.0 -0.33
C 4.826289 3.801078 3.016012 0.0 0.0 0.0 -1.15
C 3.831745 3.849986 4.030004 0.0 0.0 -0.1 0.60
C 3.854781 4.624026 5.303134 0.0 0.0 0.0 -1.34
N 2.803468 3.094590 3.700231 0.0 0.0 0.1 -1.35
H -1.894620 -1.800824 3.548821 0.0 0.0 0.0 0.54
H -2.267994 -1.381450 1.898284 0.0 0.0 0.0 -0.14
H -2.890080 -0.395289 3.224722 0.0 0.0 0.0 0.50
H -0.425035 -0.235038 5.079748 0.0 0.0 0.0 0.62
H 1.634907 1.459573 4.415241 0.0 0.0 0.0 0.72
H 2.628918 4.670393 1.516572 0.0 0.0 0.0 0.49
H 0.937565 6.274470 0.080812 0.0 0.0 0.0 0.58
H -1.128696 5.817428 -1.357671 0.0 0.0 0.0 0.48
H -2.151042 4.950090 -0.232679 0.1 0.0 0.0 0.20
H -1.649013 4.182502 -1.742232 0.0 -0.1 0.0 -0.11
H 4.406218 0.449283 1.282588 0.0 0.0 0.0 0.94
H 4.736583 -0.488998 -1.264983 0.0 0.0 0.0 0.60
H 3.231109 -0.026938 -3.494356 0.0 0.0 0.0 0.57
H 1.718951 0.851636 -3.287847 0.0 0.0 0.0 0.25
H 1.798365 -0.916579 -2.998279 0.0 0.0 0.0 -0.38
H 4.743012 2.693622 1.111891 0.0 0.0 0.0 0.61
H 5.777864 4.304578 3.000144 0.0 0.0 0.0 0.48
H 4.877866 4.809314 5.622980 0.0 0.0 0.0 0.40
H 3.332738 4.084695 6.090630 0.0 0.0 0.0 0.36
H 3.365495 5.590166 5.173356 0.0 0.0 0.0 0.26
C -0.720498 -0.473260 -4.222433 0.0 -0.1 0.0 -2.14
P -1.297953 0.709966 -2.967647 0.0 0.0 0.1 2.10
C -1.109892 2.319407 -3.821493 0.0 0.0 -0.1 -1.43
C -3.086446 0.324024 -2.863153 0.0 0.0 -0.1 0.22
C -3.688274 -0.493379 -3.823529 0.0 0.1 0.1 -0.55
C -5.037254 -0.809100 -3.748328 0.0 0.0 0.0 -1.04
C -5.809937 -0.311034 -2.711759 0.0 0.0 0.0 -1.09
C -5.226969 0.502265 -1.753864 0.0 0.0 0.0 -0.94
C -3.872856 0.821716 -1.814713 0.0 -0.1 0.0 0.07
P -3.155670 1.924929 -0.560788 0.1 0.1 0.1 1.48
C -4.076474 3.462333 -0.915887 -0.1 0.0 0.0 -1.73
C -3.887191 1.464654 1.044058 0.0 0.0 0.0 -1.43
H -0.952441 -1.495495 -3.928012 0.0 0.0 0.0 0.43
H 0.347789 -0.379460 -4.378814 0.0 0.0 0.0 0.51
H -1.215041 -0.256192 -5.170000 0.0 0.0 0.0 0.61
H -2.047416 2.642459 -4.273332 0.0 0.0 0.0 0.48
H -0.375782 2.204384 -4.620806 0.0 0.0 0.0 0.56
H -0.742192 3.089282 -3.147814 0.0 0.0 0.0 0.32
H -3.120546 -0.889825 -4.650535 0.0 0.0 0.0 0.48
H -5.482910 -1.437928 -4.507344 0.0 0.0 0.0 0.48
H -6.863797 -0.547394 -2.650125 0.0 0.0 0.0 0.49
H -5.848464 0.889097 -0.955619 0.0 0.0 0.0 0.36
H -5.127636 3.180777 -0.994090 0.0 0.0 0.0 0.59
H -3.777257 3.909305 -1.860466 0.0 0.0 0.0 0.41
H -3.983367 4.188580 -0.111477 0.0 0.0 0.0 0.55
H -4.975977 1.470249 0.997153 0.0 0.0 0.0 0.67
H -3.577919 2.207199 1.782394 0.0 0.0 0.0 0.51
H -3.556389 0.483818 1.368905 0.0 0.0 0.0 -0.06
O -1.838573 -0.604885 -0.312602 -0.1 0.0 0.5 1.07
C -2.584289 -1.564697 -0.297636 0.1 0.0 -0.3 -0.47
C -2.301857 -2.950633 -0.441666 0.0 -0.1 0.0 -0.64
C -3.400727 -3.817145 -0.561688 0.0 0.1 0.0 -0.43
C -3.190904 -5.167327 -0.751913 0.0 -0.1 0.0 -0.82
C -1.887202 -5.645373 -0.808612 -0.1 0.0 0.0 -0.72
C -0.792366 -4.789924 -0.677574 0.0 0.1 0.0 -0.29
C -0.965135 -3.429010 -0.489808 0.0 0.0 0.0 -0.07
P 0.502122 -2.335808 -0.239920 -0.1 0.1 0.0 1.92
C 0.922963 -2.704805 1.498028 -0.1 -0.1 0.0 0.53
C 2.035965 -2.077330 2.056643 0.0 0.0 0.0 -0.32
C 2.380018 -2.284875 3.381279 0.0 0.0 0.0 -0.72
C 1.604415 -3.117999 4.178265 0.0 0.0 0.0 -1.00
C 0.496409 -3.748839 3.634304 0.0 0.0 0.0 -0.73
C 0.155938 -3.547330 2.302136 0.0 0.0 0.0 -0.85
C 1.728119 -3.191142 -1.279323 0.1 0.1 0.1 0.63
C 2.935335 -3.665570 -0.775988 0.0 0.0 0.0 -0.54
C 3.855957 -4.265713 -1.627754 0.0 0.0 0.0 -0.73
C 3.576101 -4.399206 -2.978793 0.0 0.0 0.0 -0.75
C 2.367471 -3.934817 -3.486295 0.0 0.0 0.0 -0.76
C 1.453447 -3.328029 -2.642316 0.0 0.0 0.0 -0.61
H -4.400277 -3.405314 -0.509968 0.0 0.0 0.0 0.62
H -4.027140 -5.845292 -0.849803 0.0 0.0 0.0 0.49
H -1.711007 -6.704397 -0.947986 0.0 0.0 0.0 0.49
H 0.206226 -5.205794 -0.716321 0.0 0.0 0.0 0.62
H 2.660460 -1.451956 1.435653 0.0 0.1 0.0 0.27
H 3.262387 -1.810334 3.791959 0.0 0.0 0.0 0.52
H 1.876358 -3.288242 5.211428 0.0 0.0 0.0 0.46
H -0.099337 -4.417778 4.242111 0.0 0.0 0.0 0.51
H -0.702607 -4.070322 1.903003 0.0 0.0 0.0 0.38
H 3.158205 -3.594274 0.280988 0.0 0.0 0.0 0.46
H 4.786959 -4.643710 -1.226818 0.0 0.0 0.0 0.50
H 4.290846 -4.875573 -3.636154 0.0 0.0 0.0 0.44
H 2.137939 -4.055901 -4.536807 0.0 0.0 0.0 0.50
H 0.503114 -2.988846 -3.042157 0.0 0.0 0.0 0.47
```
Positions in Å, forces in eV/Å.

=====

(2)
Entry from OMol25: a molecular structure, C45H50BaN7O3S2 at a distorted geometry (wB97M-V/def2-TZVPD).

Computed properties:
HOMO-LUMO gap	6.7765	eV
net charge	-1
LUMO	2.322	eV
F_max	2.51	eV/Å
DFT total energy	-3175.711545	a.u.
HOMO energy	-0.164	Eh

Geometry as XYZ:
```
108
Properties=species:S:1:pos:R:3:forces:R:3:mulliken_charge:R:1
Ba -1.583588 -0.847184 0.198658 2.0 1.1 1.0 1.09
O -3.298228 -2.302405 0.432465 -1.9 -1.4 -0.1 -0.25
C -4.374616 -2.771473 -0.131505 0.0 -0.1 0.0 0.08
C -5.336261 -3.542706 0.560340 0.1 0.0 0.1 -1.06
C -6.457962 -4.043158 -0.078142 0.1 0.0 -0.1 -0.49
C -6.676472 -3.821364 -1.438525 0.1 0.0 0.1 -0.62
C -5.753118 -3.058347 -2.140900 0.1 0.0 0.0 -0.51
C -4.640430 -2.516632 -1.507755 0.0 0.1 0.1 0.73
C -3.679148 -1.623090 -2.200984 0.0 0.1 0.0 -0.39
N -3.445782 -0.405692 -1.892871 -0.3 -0.2 -0.4 -0.57
C -4.314719 0.253385 -0.906742 0.0 0.0 0.1 0.01
C -3.741742 1.612367 -0.497333 0.0 -0.1 0.1 -1.30
N -2.726570 1.569943 0.549068 -0.2 0.9 0.2 0.30
C -3.176290 1.800734 1.770404 0.2 0.3 -0.4 -1.24
C -2.317065 2.584439 2.730081 -0.1 -0.1 -0.1 0.71
C -2.572469 3.953072 2.824114 0.0 0.0 -0.1 -0.60
C -1.788164 4.795461 3.599032 0.0 -0.1 0.0 -0.81
C -0.718468 4.268992 4.314048 0.0 0.0 0.0 -0.68
C -0.466988 2.907732 4.258793 0.0 0.1 0.2 0.63
C -1.258970 2.078677 3.475422 -0.1 -0.2 0.1 -0.71
O -0.935578 0.744944 3.463851 0.0 0.0 0.0 -0.21
H -5.163891 -3.724373 1.616991 0.0 0.0 -0.1 0.42
H -7.175547 -4.625609 0.489493 0.0 0.0 0.0 0.39
H -7.551540 -4.223288 -1.933798 0.0 0.0 0.0 0.37
H -5.904027 -2.864070 -3.199531 0.0 0.0 0.0 0.41
H -3.078619 -2.034544 -3.018771 0.0 0.0 0.1 0.41
H -4.484735 -0.354326 -0.009252 0.0 0.0 -0.1 0.16
H -5.291346 0.404130 -1.373889 0.0 0.0 -0.1 0.57
H -4.582312 2.253763 -0.192017 0.0 0.0 0.0 0.35
H -3.286779 2.061846 -1.386891 -0.1 0.0 0.0 0.26
H -4.225051 2.106321 1.866721 0.0 0.0 0.1 0.70
H -3.398141 4.360129 2.247268 0.1 0.0 0.0 0.44
H -2.008106 5.855707 3.641153 0.0 0.0 0.0 0.40
H -0.091385 4.913204 4.919845 0.0 0.0 0.0 0.39
H 0.345825 2.459802 4.820040 -0.1 0.0 0.0 0.38
C 1.081561 -2.804477 4.517243 -0.1 0.1 0.0 -1.73
C 0.471572 -2.501164 3.171105 0.2 -0.1 0.1 0.11
N -0.601444 -1.848564 2.977484 -0.3 0.2 -0.3 0.59
N -1.334697 -1.447494 4.056261 -0.1 0.0 -0.1 -0.65
C -1.951893 -0.140367 3.975673 -0.2 -0.2 0.0 0.27
N -2.186832 0.194518 5.380409 0.2 0.0 -0.1 -0.84
S -3.453790 -0.111603 2.945590 0.2 -0.1 0.3 -0.24
C 1.205236 -3.012500 1.970636 0.0 0.0 -0.1 0.16
C 0.972369 -4.295645 1.498054 0.0 -0.1 0.1 -0.57
C 1.682644 -4.737377 0.394194 0.2 -0.1 0.0 -0.17
C 2.580918 -3.876992 -0.212085 0.1 -0.1 0.1 -0.75
C 2.744008 -2.611005 0.329703 0.0 0.1 0.1 -0.19
N 2.091655 -2.187381 1.411543 0.0 0.1 -0.1 -0.08
H 0.944806 -1.969613 5.211897 0.1 -0.1 0.0 0.52
H 2.150062 -2.976012 4.396748 0.0 0.0 0.0 0.42
H 0.634664 -3.698449 4.966722 0.0 0.1 0.0 0.26
H -0.876713 -1.530400 4.951337 0.3 0.1 0.1 0.39
H -2.981949 -0.356712 5.676596 -0.1 0.0 0.0 0.31
H -2.493608 1.156814 5.418336 -0.1 0.2 0.0 0.33
H 0.213969 -4.916570 1.962014 0.1 0.0 0.0 0.39
H 1.502879 -5.724432 -0.015355 0.0 0.1 0.0 0.46
H 3.130695 -4.172028 -1.097316 0.0 0.0 0.0 0.36
H 3.419074 -1.891598 -0.129833 -0.1 -0.1 0.1 0.40
C 4.370542 3.651996 -1.655695 -0.1 0.0 0.0 -1.96
C 4.542239 3.305778 -3.133461 0.0 0.0 0.0 2.21
C 4.007755 4.481826 -3.969226 0.0 0.0 0.0 -1.73
C 6.046332 3.132836 -3.400858 0.0 0.0 0.0 -1.73
C 3.797294 2.024658 -3.525588 0.0 0.0 0.1 0.43
C 3.923159 1.567521 -4.849080 0.0 -0.1 -0.1 -0.54
C 3.325105 0.400280 -5.277318 0.0 0.0 0.0 -1.40
C 2.568352 -0.327687 -4.366203 -0.1 0.0 0.1 0.98
S 1.761673 -1.833758 -4.582216 -0.1 -0.1 0.1 -0.45
C 1.222224 -1.782719 -2.877535 0.2 0.2 -0.3 -0.04
N 1.591147 -0.710248 -2.253945 0.1 -0.1 0.0 0.02
C 2.378911 0.120920 -3.053214 -0.1 -0.2 0.0 -1.48
C 3.011681 1.301419 -2.635719 -0.1 0.0 0.1 0.31
C 0.462019 -2.946312 -2.359966 -0.3 -0.2 0.1 0.37
C 0.612091 -4.157712 -3.062054 0.1 0.1 0.0 -0.49
C -0.057608 -5.300184 -2.662777 0.0 0.0 0.0 -1.02
C -0.880298 -5.230365 -1.543739 -0.1 0.0 0.0 -0.84
C -1.001344 -4.030602 -0.853907 -0.3 0.1 0.0 -0.47
C -0.361686 -2.824141 -1.215006 0.4 -0.4 -0.8 0.60
H 4.975643 4.531635 -1.419824 0.0 0.0 0.0 0.51
H 4.692539 2.831502 -1.011310 0.0 0.0 0.0 0.35
H 3.330350 3.881338 -1.414259 0.0 0.0 0.0 0.27
H 4.425045 5.426816 -3.607151 0.0 -0.1 0.0 0.44
H 2.918003 4.535527 -3.895311 0.1 0.0 0.0 0.33
H 4.271003 4.378170 -5.025523 0.0 0.0 0.1 0.37
H 6.577803 4.064967 -3.180146 0.0 -0.1 0.0 0.43
H 6.249391 2.865534 -4.440759 0.0 0.0 0.1 0.34
H 6.455974 2.343860 -2.762558 0.0 0.1 -0.1 0.38
H 4.517428 2.132219 -5.560430 0.0 0.0 0.1 0.35
H 3.453765 0.054035 -6.297437 0.0 0.0 0.1 0.38
H 2.876600 1.604538 -1.601714 0.0 0.0 -0.1 0.69
H 1.275909 -4.215418 -3.921735 0.0 0.0 0.0 0.36
H 0.057873 -6.227429 -3.214321 0.0 0.0 0.0 0.35
H -1.426547 -6.113107 -1.214411 0.0 0.1 0.0 0.39
H -1.659596 -4.026716 0.022332 0.1 0.0 -0.2 0.59
C -0.150076 3.289943 -0.572280 0.1 0.0 -0.1 -1.10
C 0.638883 3.428650 0.706714 0.0 0.0 0.0 0.86
O 1.615623 2.406839 0.785411 0.0 0.0 -0.1 0.17
C 2.196281 2.328517 2.071343 0.0 -0.1 0.0 0.44
C 3.190955 1.189780 2.092861 0.0 0.1 0.0 -1.08
H -1.023958 3.943267 -0.517838 0.0 -0.1 -0.1 0.46
H -0.504905 2.263905 -0.676486 -0.1 0.1 0.0 -0.06
H 0.436405 3.544020 -1.458618 0.1 0.0 0.1 0.36
H -0.038376 3.343595 1.557180 -0.1 0.0 0.1 -0.78
H 1.122330 4.413613 0.770354 0.1 0.0 0.0 0.34
H 1.411349 2.158769 2.818835 0.1 0.0 -0.1 -0.45
H 2.685622 3.282060 2.314362 0.0 0.1 0.0 0.32
H 2.676215 0.234967 1.986137 0.1 0.0 -0.1 0.11
H 3.735739 1.192887 3.040687 0.0 0.0 0.0 0.42
H 3.910219 1.300880 1.277536 0.0 0.0 0.0 0.21
```
Positions in Å, forces in eV/Å.